The following is a quantum chemistry calculation of C42H47B2CoN12O3S as an isolated structure, from OMol25.

Element x y z (Å)
1 Co -0.620 0.050 0.839
2 C -2.205 1.804 4.271
3 C -0.726 2.114 4.013
4 C 0.147 0.897 4.298
5 C -0.487 2.743 2.662
6 C -0.326 4.125 2.519
7 C -0.092 4.305 1.181
8 N -0.120 3.112 0.560
9 N -0.360 2.128 1.483
10 B -0.015 3.146 -1.029
11 N 1.141 2.424 -1.735
12 C 2.151 3.104 -2.333
13 C 3.016 2.191 -2.878
14 C 2.438 0.934 -2.570
15 N 1.318 1.089 -1.877
16 C 3.045 -0.402 -2.921
17 C 2.240 -1.603 -2.441
18 C 3.290 -0.506 -4.431
19 N -1.407 2.825 -1.635
20 C -2.207 3.788 -2.136
21 C -3.315 3.188 -2.682
22 C -3.115 1.812 -2.451
23 N -1.956 1.604 -1.821
24 C -3.986 0.677 -2.927
25 C -4.215 -0.374 -1.845
26 C -5.331 1.177 -3.449
27 H -2.377 1.652 5.340
28 H -2.849 2.618 3.931
29 H -2.504 0.892 3.754
30 H -0.441 2.897 4.722
31 H -0.117 0.074 3.638
32 H 1.202 1.119 4.137
33 H 0.008 0.572 5.334
34 H -0.368 4.873 3.294
35 H 0.088 5.205 0.619
36 H 0.176 4.315 -1.254
37 H 2.177 4.181 -2.320
38 H 3.923 2.391 -3.425
39 H 4.022 -0.428 -2.426
40 H 1.337 -1.723 -3.044
41 H 2.841 -2.512 -2.540
42 H 1.935 -1.489 -1.408
43 H 2.334 -0.494 -4.960
44 H 3.897 0.320 -4.806
45 H 3.802 -1.443 -4.671
46 H -1.927 4.827 -2.075
47 H -4.146 3.675 -3.164
48 H -3.459 0.204 -3.764
49 H -4.912 0.009 -1.091
50 H -4.637 -1.287 -2.270
51 H -3.289 -0.617 -1.345
52 H -5.863 1.724 -2.666
53 H -5.218 1.836 -4.312
54 H -5.950 0.330 -3.752
55 N 0.579 -2.505 3.273
56 C -0.753 -2.583 3.150
57 N -1.388 -3.643 3.666
58 C -2.710 -3.588 3.561
59 N -3.416 -4.646 4.057
60 N -3.422 -2.606 2.992
61 C -2.673 -1.642 2.471
62 N -1.365 -1.553 2.539
63 C -3.384 -0.537 1.753
64 C -4.765 -0.461 1.800
65 C -5.398 0.649 1.265
66 C -4.618 1.644 0.706
67 C -3.244 1.463 0.650
68 N -2.631 0.383 1.138
69 H 1.061 -3.360 3.490
70 H 1.053 -1.785 2.726
71 H -2.917 -5.237 4.699
72 H -4.391 -4.479 4.236
73 H -5.301 -1.271 2.273
74 H -6.476 0.740 1.293
75 H -5.053 2.544 0.294
76 H -2.609 2.216 0.206
77 O -1.300 -2.868 0.128
78 B -0.754 -1.592 -0.240
79 O -0.479 -1.667 -1.636
80 C -0.879 -2.886 -2.072
81 C -0.849 -3.398 -3.349
82 C -1.352 -4.690 -3.529
83 C -1.859 -5.420 -2.461
84 C -1.881 -4.890 -1.167
85 C -1.381 -3.620 -1.005
86 H -0.455 -2.813 -4.170
87 H -1.346 -5.129 -4.519
88 H -2.248 -6.416 -2.633
89 H -2.271 -5.450 -0.327
90 C 7.705 -0.697 -1.015
91 C 8.779 -0.009 -0.216
92 O 9.935 0.030 -0.554
93 S 8.351 0.764 1.342
94 C 6.596 0.549 1.488
95 C 5.732 1.556 1.061
96 C 4.363 1.375 1.131
97 C 3.819 0.179 1.623
98 C 4.699 -0.798 2.103
99 C 6.070 -0.616 2.037
100 C 2.409 -0.023 1.555
101 C 1.220 -0.168 1.315
102 H 8.090 -0.889 -2.014
103 H 6.793 -0.106 -1.064
104 H 7.455 -1.645 -0.536
105 H 6.141 2.473 0.653
106 H 3.687 2.141 0.774
107 H 4.293 -1.711 2.521
108 H 6.743 -1.384 2.399

Forces on atoms 1 to 6 (eV/Å):
0.2 0.4 1.2
0.0 0.0 0.0
-0.1 -0.2 -0.1
0.0 0.0 0.0
0.1 -0.1 0.3
0.0 0.0 -0.1

Results
2S+1: 2
<S²>: 0.778
HOMO level (alpha / beta) (eV): -5.10 / -4.89
Net charge: -1
Frontier orbital gap (alpha / beta) (eV): 7.116 / 6.925

Here are the Löwdin charges for atoms 1 to 99, given in e: number 1, Co, carries 0.41; number 2, C, carries -0.05; number 3, C, carries -0.35; number 4, C, carries -0.07; number 5, C, carries -0.27; number 6, C, carries -0.02; number 7, C, carries -0.10; number 8, N, carries 0.02; number 9, N, carries 0.09; number 10, B, carries -0.50; number 11, N, carries -0.03; number 12, C, carries -0.11; number 13, C, carries -0.04; number 14, C, carries -0.28; number 15, N, carries 0.17; number 16, C, carries -0.36; number 17, C, carries -0.06; number 18, C, carries -0.08; number 19, N, carries -0.05; number 20, C, carries -0.09; number 21, C, carries -0.04; number 22, C, carries -0.29; number 23, N, carries 0.13; number 24, C, carries -0.35; number 25, C, carries -0.05; number 26, C, carries -0.09; number 27, H, carries 0.07; number 28, H, carries 0.08; number 29, H, carries 0.05; number 30, H, carries 0.12; number 31, H, carries 0.02; number 32, H, carries 0.08; number 33, H, carries 0.08; number 34, H, carries 0.10; number 35, H, carries 0.11; number 36, H, carries 0.10; number 37, H, carries 0.10; number 38, H, carries 0.09; number 39, H, carries 0.13; number 40, H, carries 0.06; number 41, H, carries 0.08; number 42, H, carries 0.07; number 43, H, carries 0.08; number 44, H, carries 0.06; number 45, H, carries 0.07; number 46, H, carries 0.11; number 47, H, carries 0.09; number 48, H, carries 0.14; number 49, H, carries 0.06; number 50, H, carries 0.09; number 51, H, carries 0.06; number 52, H, carries 0.08; number 53, H, carries 0.07; number 54, H, carries 0.07; number 55, N, carries 0.20; number 56, C, carries -0.42; number 57, N, carries 0.18; number 58, C, carries -0.45; number 59, N, carries 0.14; number 60, N, carries 0.18; number 61, C, carries -0.28; number 62, N, carries 0.15; number 63, C, carries -0.19; number 64, C, carries -0.01; number 65, C, carries -0.07; number 66, C, carries -0.05; number 67, C, carries -0.10; number 68, N, carries 0.08; number 69, H, carries 0.10; number 70, H, carries 0.05; number 71, H, carries 0.09; number 72, H, carries 0.09; number 73, H, carries 0.10; number 74, H, carries 0.11; number 75, H, carries 0.11; number 76, H, carries 0.10; number 77, O, carries 0.11; number 78, B, carries -0.45; number 79, O, carries 0.08; number 80, C, carries -0.23; number 81, C, carries 0.00; number 82, C, carries -0.11; number 83, C, carries -0.11; number 84, C, carries 0.00; number 85, C, carries -0.22; number 86, H, carries 0.11; number 87, H, carries 0.09; number 88, H, carries 0.09; number 89, H, carries 0.11; number 90, C, carries -0.05; number 91, C, carries -0.75; number 92, O, carries -0.02; number 93, S, carries 1.00; number 94, C, carries -0.58; number 95, C, carries -0.10; number 96, C, carries -0.02; number 97, C, carries -0.24; number 98, C, carries -0.03; number 99, C, carries -0.11